ORCA calculation (ωB97M-V/def2-TZVPD) on a cluster of 2 separate species, C5H15OPSSi in total.

Geometry as XYZ:
```
24
Properties=species:S:1:pos:R:3:forces:R:3:nbo_charge:R:1
C -1.114 0.520 -2.084 2.2 1.1 -0.3 -1.140
C -3.369 -0.459 0.065 -0.9 2.2 -3.3 -1.084
C -0.999 1.178 0.935 -0.6 -0.4 -1.8 -1.069
C 3.150 -0.800 -0.983 1.0 -2.4 1.7 -1.033
C 2.388 -0.368 1.848 0.9 -0.9 1.6 -1.073
O 2.136 1.572 -0.019 -0.3 0.7 -0.1 -0.991
Si -1.506 -0.176 -0.363 -0.8 1.6 0.5 1.395
P 2.129 0.123 0.184 0.0 -1.5 -1.5 1.810
S -0.563 -1.990 0.010 1.5 0.2 0.1 -0.517
H -0.148 1.140 -2.275 -1.0 -1.1 1.3 0.248
H -1.000 -0.191 -2.870 -0.2 -1.1 -0.4 0.239
H -1.772 1.247 -2.487 -1.5 0.6 0.0 0.242
H -4.117 -0.590 -0.846 1.6 0.7 1.6 0.235
H -3.572 -1.313 0.583 0.0 -2.6 1.7 0.231
H -3.688 0.374 0.718 0.0 -0.2 -0.6 0.232
H -0.146 0.799 1.426 0.9 -0.2 0.8 0.201
H -0.737 2.113 0.430 -0.1 -0.1 0.2 0.243
H -1.793 1.321 1.644 -0.3 0.2 0.4 0.228
H 4.232 -0.552 -0.983 -0.7 0.4 0.2 0.258
H 3.110 -1.901 -0.659 -0.1 1.5 -0.3 0.258
H 2.786 -0.821 -1.968 -0.6 0.4 -1.3 0.266
H 3.385 0.083 2.184 -1.1 -0.9 -0.4 0.265
H 1.643 0.246 2.336 -0.3 -0.1 0.6 0.271
H 2.216 -1.480 2.114 0.5 2.0 -0.6 0.287
```
Forces are in eV/Å.

Computed properties:
Frontier orbital gap (spin up / spin down)   7.67 / 6.12 eV
HOMO (spin up / spin down)   -8.94 / -8.24 eV
LUMO level (spin up / spin down)   -1.27 / -2.12 eV


ORCA calculation (ωB97M-V/def2-TZVPD) on the ion C4H9FN3 with charge +1.

Geometry as XYZ:
```
17
Properties=species:S:1:pos:R:3:forces:R:3:nbo_charge:R:1
C 0.071 -1.003 0.285 -1.5 -1.8 0.0 0.054
C 1.327 0.885 -0.346 3.9 -2.6 0.5 0.535
C 2.491 -1.076 0.283 -1.2 -4.5 -0.1 -0.422
C -2.749 1.291 -0.119 -2.6 -1.9 -1.9 -0.462
N 1.240 -0.387 0.049 0.0 4.9 -1.3 -0.298
N -1.480 0.751 0.044 4.5 0.6 0.8 -0.242
N -1.174 -0.481 0.197 -0.2 1.2 -0.7 -0.180
F 2.536 1.415 -0.602 -1.0 -1.1 0.4 -0.275
H 0.199 -2.077 0.304 -0.7 0.1 0.3 0.228
H 0.617 1.564 -0.507 -3.3 2.0 -0.3 0.219
H 2.701 -1.802 -0.630 -0.3 1.5 1.9 0.254
H 3.234 -0.347 0.385 1.3 0.5 0.4 0.254
H 2.234 -1.716 1.232 1.3 1.2 -1.7 0.249
H -3.294 1.577 0.794 0.5 0.1 -0.1 0.250
H -2.705 2.124 -0.870 0.0 -0.7 1.0 0.251
H -3.326 0.437 -0.604 -0.3 1.2 0.4 0.181
H -1.921 -1.154 0.105 -0.4 -0.8 0.4 0.404
```
Forces are in eV/Å.

Computed properties:
Frontier orbital gap (spin up / spin down)   7.74 / 7.82 eV
Charge   +1
HOMO (spin up / spin down)   -12.55 / -12.66 eV
LUMO level (spin up / spin down)   -4.81 / -4.84 eV


no.,maximum force (Eh/bohr)
1,0.079
2,0.098